ORCA calculation (ωB97M-V/def2-TZVPD) on C56H40BaN3O2PS2 as an isolated structure.

```
! RIJCOSX wB97M-V def2-TZVPD def2/J DEFGRID3
* xyz 0 1
Ba -0.12 0.03 -0.26
C 1.76 2.21 8.30
C 1.34 1.46 7.07
C 2.26 0.75 6.31
C 1.87 0.07 5.17
C 0.54 0.08 4.81
C -0.41 0.78 5.55
C 0.00 1.46 6.67
S 0.11 -0.79 3.32
O -0.66 0.14 2.43
C -1.03 -2.00 4.01
C -0.41 -2.89 4.92
C -1.10 -3.93 5.44
C -2.45 -4.15 5.08
C -3.18 -5.26 5.58
C -4.47 -5.48 5.19
C -5.09 -4.60 4.28
C -4.42 -3.52 3.79
C -3.08 -3.27 4.17
C -2.34 -2.16 3.63
C -3.04 -1.31 2.63
C -3.88 -0.25 3.05
C -4.08 0.06 4.42
C -4.86 1.11 4.79
C -5.48 1.92 3.81
C -5.32 1.64 2.49
C -4.53 0.55 2.07
C -4.35 0.25 0.70
C -3.57 -0.80 0.31
C -2.92 -1.57 1.29
S -1.69 -2.76 0.76
O -1.41 -2.39 -0.68
C -2.66 -4.24 0.80
C -2.27 -5.24 1.68
C -3.05 -6.38 1.79
C -4.20 -6.53 1.03
C -5.06 -7.75 1.16
C -4.55 -5.52 0.13
C -3.79 -4.37 0.01
H 2.83 2.14 8.46
H 1.25 1.82 9.18
H 1.50 3.27 8.21
H 3.31 0.75 6.60
H 2.60 -0.47 4.57
H -1.45 0.80 5.23
H -0.73 2.02 7.25
H 0.63 -2.74 5.18
H -0.62 -4.62 6.13
H -2.69 -5.93 6.27
H -5.01 -6.34 5.57
H -6.11 -4.78 3.97
H -4.91 -2.85 3.09
H -3.61 -0.56 5.17
H -5.01 1.34 5.84
H -6.09 2.76 4.12
H -5.79 2.26 1.73
H -4.82 0.88 -0.04
H -3.40 -1.01 -0.74
H -1.38 -5.11 2.28
H -2.77 -7.15 2.49
H -4.66 -8.44 1.91
H -5.13 -8.28 0.21
H -6.08 -7.48 1.46
H -5.44 -5.64 -0.48
H -4.07 -3.59 -0.69
C -4.37 -2.54 -3.67
C -3.04 -2.83 -3.92
C -2.09 -1.82 -3.86
C -2.46 -0.51 -3.56
C -3.80 -0.23 -3.31
C -4.75 -1.24 -3.36
P -1.13 0.76 -3.45
C -0.96 1.27 -5.20
C 0.16 2.04 -5.53
C 0.34 2.51 -6.82
C -0.60 2.22 -7.80
C -1.71 1.45 -7.49
C -1.89 0.98 -6.19
C -1.98 2.13 -2.62
C -2.72 3.11 -3.28
C -3.43 4.03 -2.53
C -3.40 3.94 -1.14
C -2.65 2.95 -0.51
C -1.89 2.01 -1.22
H -5.12 -3.33 -3.71
H -2.74 -3.85 -4.15
H -1.05 -2.06 -4.04
H -4.10 0.78 -3.07
H -5.79 -1.01 -3.17
H 0.90 2.26 -4.77
H 1.21 3.11 -7.06
H -0.46 2.59 -8.81
H -2.44 1.22 -8.25
H -2.77 0.39 -5.96
H -2.74 3.16 -4.36
H -4.00 4.81 -3.01
H -3.95 4.66 -0.54
H -2.65 2.94 0.58
N 2.54 0.69 0.27
C 3.53 0.43 0.81
C 4.65 0.09 1.56
C 5.80 0.91 1.58
N 6.73 1.59 1.60
C 4.48 -0.98 2.46
N 4.26 -1.84 3.20
*
```

Calculated values
* relative energy (zero: lowest compared OMol25 entry of this formula, charge and spin): 0.0 kcal/mol
* Kohn-Sham gap: 6.96 eV
* HOMO: -7.48 eV